(1)
A structure of composition C56H47N11NaOP2SSe2, computed with ωB97M-V with the def2-TZVPD basis set.

```
121
Properties=species:S:1:pos:R:3:forces:R:3
Na 0.096 0.150 -0.032 -0.41 0.13 -0.12
C -0.202 6.542 -0.107 0.03 -0.01 0.01
C -1.341 5.541 -0.283 0.14 -0.07 -0.11
N -1.012 4.452 -1.188 0.06 0.02 0.08
C -0.247 3.367 -0.796 0.11 0.11 0.08
S 0.344 2.361 -2.066 -0.12 -0.07 0.27
N -0.029 3.314 0.506 -0.16 0.03 -0.04
N 0.430 2.139 1.000 0.21 0.34 0.14
C 1.014 2.177 2.146 -0.09 -0.10 -0.05
C 1.307 3.449 2.890 0.00 -0.02 0.09
C 1.401 0.879 2.757 0.01 -0.06 -0.09
C 1.969 0.829 4.033 0.05 0.02 0.05
C 2.320 -0.395 4.578 -0.01 0.03 0.01
C 2.107 -1.551 3.845 0.03 0.04 0.01
C 1.541 -1.414 2.587 0.09 0.05 -0.22
N 1.195 -0.248 2.060 -0.01 0.05 0.15
H -0.427 7.261 0.686 0.00 -0.02 -0.05
H -0.020 7.098 -1.031 0.02 -0.04 0.04
H 0.712 6.006 0.159 -0.05 0.04 0.01
H -2.233 6.041 -0.669 -0.02 0.02 -0.01
H -1.592 5.102 0.678 -0.05 -0.05 0.04
H -0.865 4.688 -2.154 -0.08 -0.01 -0.08
H 0.992 4.290 2.282 0.00 0.01 0.00
H 2.377 3.540 3.101 -0.05 -0.02 0.01
H 0.770 3.484 3.845 0.05 0.01 -0.04
H 2.140 1.742 4.586 -0.01 -0.02 0.02
H 2.759 -0.442 5.568 0.01 0.01 0.00
H 2.377 -2.526 4.227 -0.01 0.00 0.00
H 1.355 -2.286 1.962 -0.01 0.08 0.04
Se 4.497 -3.575 -4.360 -0.02 0.00 -0.04
P 2.715 -4.266 -3.472 0.09 -0.05 0.00
C 2.949 -5.766 -2.459 0.01 -0.01 0.07
C 1.851 -6.408 -1.881 0.06 0.02 0.03
C 2.048 -7.516 -1.070 -0.01 0.04 -0.02
C 3.336 -7.980 -0.821 0.02 0.02 -0.01
C 4.427 -7.335 -1.385 -0.04 0.02 -0.02
C 4.234 -6.229 -2.206 -0.02 -0.09 -0.01
C 1.508 -4.716 -4.752 -0.05 -0.02 0.01
C 1.312 -6.030 -5.157 -0.01 0.05 -0.03
C 0.443 -6.311 -6.206 0.00 0.03 0.01
C -0.227 -5.281 -6.850 0.02 0.00 0.02
C -0.024 -3.965 -6.450 0.03 -0.02 0.02
C 0.843 -3.682 -5.407 -0.03 -0.01 -0.03
C 1.797 -3.158 -2.409 -0.15 -0.09 0.05
C 2.052 -2.005 -1.663 -0.26 0.06 -0.05
N 0.897 -1.702 -1.033 0.30 -0.41 -0.22
N -0.009 -2.626 -1.352 0.32 0.08 -0.02
N 0.511 -3.512 -2.174 -0.03 0.11 0.01
P 3.529 -0.974 -1.543 0.14 0.03 0.07
Se 3.583 0.622 -0.170 -0.04 -0.16 -0.03
C 4.793 -2.211 -1.067 -0.12 -0.09 0.05
C 4.378 -3.150 -0.121 0.10 -0.02 -0.03
C 5.275 -4.067 0.409 0.01 0.07 -0.03
C 6.603 -4.051 0.005 -0.06 0.00 0.00
C 7.023 -3.112 -0.927 0.00 0.01 -0.02
C 6.127 -2.197 -1.457 0.02 -0.03 0.00
C 3.713 -0.326 -3.231 0.02 -0.04 -0.01
C 2.561 -0.175 -3.997 0.02 0.02 -0.11
C 2.630 0.410 -5.254 0.03 0.00 0.05
C 3.847 0.846 -5.756 -0.02 -0.03 0.02
C 4.992 0.731 -4.979 -0.01 -0.02 0.03
C 4.922 0.164 -3.716 -0.07 0.04 -0.02
H 0.854 -6.017 -2.051 0.01 -0.01 0.00
H 1.196 -8.013 -0.622 0.02 0.02 -0.02
H 3.487 -8.841 -0.180 -0.01 0.03 -0.03
H 5.432 -7.688 -1.184 -0.02 0.02 -0.01
H 5.075 -5.711 -2.654 -0.01 -0.01 0.02
H 1.837 -6.835 -4.659 -0.01 -0.01 0.00
H 0.289 -7.337 -6.517 0.01 0.02 0.01
H -0.907 -5.503 -7.664 0.02 0.01 0.03
H -0.543 -3.157 -6.953 0.01 -0.02 0.02
H 1.011 -2.656 -5.096 -0.03 -0.05 -0.01
H 3.343 -3.164 0.200 0.01 -0.02 0.00
H 4.933 -4.794 1.135 -0.01 0.00 -0.02
H 7.306 -4.770 0.410 -0.01 0.02 0.00
H 8.057 -3.096 -1.253 -0.02 0.00 0.00
H 6.475 -1.495 -2.198 0.01 0.01 -0.01
H 1.602 -0.495 -3.607 0.02 0.00 -0.01
H 1.724 0.534 -5.834 0.01 0.00 0.00
H 3.902 1.291 -6.742 -0.01 0.00 0.02
H 5.942 1.096 -5.351 -0.02 -0.01 0.01
H 5.809 0.131 -3.101 0.04 0.03 0.02
C -13.030 -5.355 2.562 0.01 0.02 -0.03
O -12.687 -4.481 1.501 -0.12 -0.09 0.08
C -11.408 -4.025 1.459 0.08 -0.05 0.09
C -11.104 -3.162 0.414 0.04 0.10 -0.13
C -9.830 -2.645 0.292 -0.01 0.04 -0.09
C -8.827 -2.975 1.203 0.14 0.03 0.04
C -9.144 -3.840 2.243 0.03 0.00 0.01
C -10.421 -4.366 2.379 0.07 0.00 0.02
C -7.466 -2.423 1.107 -0.05 -0.02 0.09
N -6.528 -2.559 2.012 0.07 -0.01 0.00
C -5.440 -1.874 1.511 0.03 -0.07 0.27
C -5.730 -1.319 0.298 -0.03 0.04 -0.09
N -7.035 -1.672 0.049 -0.09 0.05 -0.28
C -4.805 -0.530 -0.458 -0.11 -0.03 -0.04
C -5.075 0.042 -1.707 -0.09 -0.03 0.00
C -4.105 0.786 -2.325 0.02 0.01 -0.02
C -2.866 0.943 -1.688 -0.03 -0.04 0.11
N -2.592 0.401 -0.514 0.11 0.00 -0.17
C -3.535 -0.325 0.108 0.21 0.04 0.04
C -3.203 -0.904 1.420 0.14 0.02 0.03
N -1.980 -0.654 1.924 -0.08 -0.06 -0.01
C -1.678 -1.146 3.108 0.00 0.08 0.00
C -2.553 -1.936 3.866 0.02 -0.03 0.01
C -3.799 -2.205 3.362 -0.06 -0.01 -0.01
C -4.150 -1.677 2.115 -0.05 -0.02 0.03
H -14.080 -5.595 2.430 -0.02 0.00 -0.02
H -12.889 -4.877 3.534 0.00 0.02 0.00
H -12.442 -6.275 2.526 0.01 -0.01 -0.01
H -11.884 -2.905 -0.292 0.03 0.00 0.02
H -9.625 -1.967 -0.529 -0.04 -0.01 0.03
H -8.365 -4.095 2.950 -0.04 -0.01 0.00
H -10.630 -5.038 3.199 0.01 0.02 -0.02
H -7.552 -1.476 -0.788 -0.01 0.00 0.00
H -6.040 -0.108 -2.179 0.02 0.02 0.01
H -4.277 1.239 -3.293 0.02 0.01 0.03
H -2.068 1.524 -2.148 -0.03 -0.07 0.07
H -0.688 -0.909 3.491 -0.22 -0.05 -0.04
H -2.235 -2.328 4.824 -0.01 0.05 -0.02
H -4.523 -2.806 3.898 0.03 0.00 0.00
```
Positions in Å, forces in eV/Å.

The net charge is -1. For the energy relative to the best compared isomer or geometry (same formula, charge and spin), the calculation gives 52.4 kJ/mol. For the LUMO energy, the calculation gives 1.72 eV. The value obtained for the HOMO energy is -4.3 eV. The value obtained for the calculated total energy is -241801.683 eV. The HOMO-LUMO gap comes out at 6.0067 eV.


(2)
A structure of composition C56H48ClF9GeMgN3O2P2Se, computed with ωB97M-V with the def2-TZVPD basis set.

```
124
Properties=species:S:1:pos:R:3:forces:R:3
Mg 0.640 0.256 -1.317 -0.01 0.31 -0.27
O 2.008 -3.530 -1.802 0.04 -0.26 -0.05
C 1.798 -2.350 -1.658 -0.12 0.37 0.02
N 0.625 -1.657 -1.788 0.12 -0.24 -0.14
C -0.493 -2.117 -2.424 -0.05 0.26 0.36
O -0.642 -3.100 -3.109 -0.01 -0.23 -0.09
C -1.681 -1.162 -2.218 0.36 0.27 0.06
C -2.950 -1.584 -2.554 -0.08 0.00 -0.07
C -4.015 -0.720 -2.361 -0.06 -0.05 -0.06
C -3.771 0.556 -1.882 -0.06 0.08 -0.05
C -2.471 0.919 -1.594 0.12 -0.13 -0.04
N -1.441 0.076 -1.727 -0.10 -0.37 0.02
C 2.952 -1.441 -1.210 -0.31 0.24 0.04
C 4.213 -1.977 -1.069 0.11 -0.05 -0.02
C 5.237 -1.169 -0.599 0.06 -0.03 0.01
C 4.967 0.153 -0.285 0.02 0.01 -0.01
C 3.682 0.625 -0.472 -0.10 -0.05 -0.08
N 2.691 -0.144 -0.930 0.02 -0.29 0.08
H -3.072 -2.582 -2.952 0.00 0.01 -0.01
H -5.025 -1.038 -2.584 0.01 0.01 0.00
H -4.571 1.267 -1.732 -0.01 -0.02 0.02
H -2.237 1.918 -1.249 0.03 0.00 0.04
H 4.360 -3.018 -1.323 0.00 0.01 0.01
H 6.235 -1.569 -0.472 -0.01 0.00 -0.01
H 5.733 0.813 0.095 0.00 -0.01 0.00
H 3.430 1.655 -0.248 -0.01 0.01 0.01
Cl 0.925 2.841 -1.118 -0.01 0.08 -0.14
C 1.398 3.525 -2.708 -0.06 -0.07 0.26
C 1.635 4.887 -2.686 0.01 0.02 -0.03
C 1.981 5.511 -3.872 0.02 0.03 -0.05
C 2.075 4.778 -5.048 -0.02 -0.02 0.05
C 1.827 3.416 -5.034 0.04 0.00 -0.07
C 1.490 2.748 -3.855 0.00 -0.06 0.06
P 1.126 0.958 -3.827 0.12 0.15 -0.06
C 2.657 0.125 -4.338 -0.03 -0.06 0.06
C 3.904 0.743 -4.295 0.02 0.02 -0.04
C 5.058 0.004 -4.527 -0.04 -0.02 0.00
C 4.976 -1.354 -4.800 -0.02 0.01 0.00
C 3.736 -1.980 -4.835 0.01 0.04 0.03
C 2.584 -1.249 -4.594 -0.03 -0.02 0.02
C -0.065 0.772 -5.191 -0.09 0.00 0.05
C -1.311 1.377 -5.010 -0.01 0.00 0.02
C -2.301 1.253 -5.970 0.04 -0.01 -0.01
C -2.060 0.511 -7.120 0.02 -0.01 0.00
C -0.824 -0.088 -7.309 0.01 0.03 0.04
C 0.174 0.041 -6.349 0.00 0.04 -0.06
H 1.548 5.446 -1.765 0.00 -0.01 -0.01
H 2.170 6.576 -3.874 0.00 0.00 -0.01
H 2.335 5.271 -5.975 0.00 -0.01 0.00
H 1.890 2.845 -5.953 0.00 0.00 0.00
H 3.985 1.802 -4.085 -0.01 0.01 0.01
H 6.022 0.494 -4.501 -0.01 0.00 0.01
H 5.876 -1.926 -4.983 0.00 0.00 0.00
H 3.660 -3.042 -5.031 0.01 0.00 0.00
H 1.626 -1.760 -4.599 0.01 0.01 0.03
H -1.505 1.962 -4.117 0.00 -0.02 0.03
H -3.261 1.731 -5.821 0.01 0.00 0.00
H -2.834 0.404 -7.868 0.00 0.00 0.00
H -0.629 -0.658 -8.208 0.00 -0.01 0.01
H 1.134 -0.426 -6.518 0.01 0.00 0.00
F 1.645 -7.696 4.876 -0.11 -0.04 0.01
C 2.686 -6.890 4.617 -0.05 0.05 -0.08
F 3.246 -6.584 5.797 0.06 0.05 0.11
F 3.580 -7.602 3.921 0.06 -0.04 -0.05
C 2.252 -5.647 3.884 -0.01 0.03 0.06
C 1.377 -4.769 4.521 0.00 -0.04 0.00
C 0.979 -3.615 3.878 -0.06 -0.01 -0.01
C 1.458 -3.318 2.599 -0.05 0.05 0.09
C 2.312 -4.211 1.966 0.07 -0.07 -0.01
C 2.711 -5.381 2.609 -0.01 0.07 -0.10
P 0.989 -1.810 1.687 -0.01 -0.06 -0.03
C -0.842 -1.928 1.639 0.03 -0.07 0.05
C -1.364 -2.830 0.711 -0.04 -0.03 0.03
C -2.734 -2.932 0.518 0.05 0.02 -0.06
C -3.589 -2.109 1.234 0.03 -0.03 0.06
C -3.086 -1.232 2.185 0.08 -0.07 0.03
C -1.718 -1.150 2.392 0.03 -0.08 -0.06
C -5.073 -2.123 0.995 0.22 -0.07 0.07
F -5.443 -3.069 0.125 -0.04 -0.10 -0.12
F -5.757 -2.322 2.129 -0.08 -0.01 0.10
F -5.490 -0.942 0.494 -0.09 0.17 -0.06
C 1.285 -0.434 2.847 0.03 0.10 -0.03
C 0.749 0.802 2.476 0.15 -0.04 -0.05
C 1.014 1.949 3.198 0.02 -0.03 0.02
C 1.853 1.879 4.302 0.06 0.06 -0.02
C 2.411 0.667 4.676 -0.03 -0.09 0.02
C 2.126 -0.487 3.954 0.01 0.01 0.04
C 2.131 3.118 5.109 -0.01 -0.14 -0.07
F 2.048 4.228 4.357 -0.01 0.11 -0.09
F 3.350 3.095 5.658 0.12 -0.01 0.06
F 1.248 3.261 6.111 -0.12 0.01 0.11
H 1.009 -5.000 5.513 0.01 0.01 0.00
H 0.282 -2.943 4.368 0.03 0.01 -0.01
H 2.657 -4.009 0.958 0.00 0.01 0.04
H 3.371 -6.079 2.115 0.01 0.01 -0.01
H -0.697 -3.459 0.130 -0.01 0.02 -0.01
H -3.131 -3.629 -0.208 0.01 -0.02 0.02
H -3.764 -0.609 2.755 0.28 -0.28 -0.05
H -1.329 -0.455 3.126 -0.01 -0.18 -0.04
H 0.064 0.874 1.635 0.12 -0.03 0.02
H 0.569 2.893 2.909 0.03 -0.01 -0.03
H 3.067 0.618 5.535 0.01 0.00 -0.01
H 2.572 -1.425 4.260 -0.02 0.01 -0.01
C -4.888 4.041 3.605 -0.13 0.20 -0.11
Ge -4.175 2.382 4.297 0.11 0.03 0.04
C -5.264 0.877 3.746 -0.28 -0.12 0.00
C -3.946 2.449 6.220 -0.01 0.01 0.22
C -2.380 2.101 3.549 0.24 -0.12 -0.06
Se -2.361 1.978 1.597 -0.24 0.29 -0.09
C -2.105 3.880 1.249 -0.03 0.04 -0.01
H -5.890 4.214 4.000 0.02 0.01 -0.01
H -4.959 3.998 2.517 -0.01 0.04 0.00
H -4.261 4.887 3.890 -0.02 0.01 -0.02
H -6.321 1.145 3.739 0.01 -0.01 0.00
H -5.137 0.033 4.426 0.00 -0.01 -0.04
H -4.987 0.566 2.738 -0.33 0.26 0.06
H -4.894 2.618 6.730 0.01 0.00 -0.01
H -3.263 3.256 6.489 -0.01 -0.02 0.03
H -3.528 1.507 6.578 0.00 0.03 0.03
H -1.975 1.158 3.925 -0.01 0.15 0.03
H -1.678 2.883 3.840 -0.02 -0.02 0.00
H -2.599 4.447 2.033 -0.03 0.02 -0.01
H -2.570 4.129 0.297 0.03 -0.01 -0.01
H -1.048 4.133 1.220 0.00 0.01 0.02
```
Positions in Å, forces in eV/Å.

The net charge is +1. For the energy relative to the best compared isomer or geometry (same formula, charge and spin), the calculation gives 68.4 kJ/mol. For the LUMO energy, the calculation gives -2.64 eV. The value obtained for the HOMO energy is -10.5 eV. The value obtained for the calculated total energy is -250282.430 eV. The HOMO-LUMO gap comes out at 7.8489 eV.